Record 1
Molecular formula: C30H44BrClN2P2Pd
Method: DFT, ωB97M-V/def2-TZVPD

Values from the calculation:
2S+1 ... 3
Expectation value of S² ... 2.01
Charge ... +2
Gap between HOMO and LUMO (spin up / spin down) ... 0.253 / 0.199 hartree

Last column: Mulliken charge in e.
Positions of all 81 atoms, in Å:
N: 6.08284 2.40347 0.13549  -0.547
C: 5.72429 1.43383 0.97601  -0.386
C: 5.07311 0.27687 0.54754  -0.413
C: 4.76830 0.12766 -0.83124  0.600
C: 5.18383 1.15733 -1.71371  -0.452
C: 5.84588 2.26703 -1.17038  -0.430
C: 3.91067 -0.94927 -1.27791  -0.124
Pd: -1.18054 -0.75258 -0.69641  0.707
P: -3.53614 -1.23114 -0.02319  0.630
C: 3.48189 -1.06881 -2.57915  -0.897
C: 2.21245 -1.69484 -2.81741  0.479
C: 1.28128 -1.10982 -3.72026  -1.039
C: -0.06481 -1.22001 -3.46294  -0.647
C: -0.49422 -1.93851 -2.29202  0.048
C: 0.43959 -2.82792 -1.64717  -0.520
C: 1.77220 -2.73507 -1.94751  -0.979
Br: -2.32822 -2.76502 -2.53849  0.054
H: 3.57081 -1.65817 -0.51037  0.262
H: 3.96597 -0.54999 -3.40455  0.599
H: 4.77293 -0.47867 1.27108  0.467
H: 4.95547 1.13665 -2.78211  0.229
H: 5.95565 1.57372 2.03665  0.365
H: 6.17515 3.07487 -1.82702  0.372
H: 1.62692 -0.51762 -4.56967  0.442
H: 2.50517 -3.39451 -1.47292  0.778
H: -0.81483 -0.78660 -4.12406  0.984
H: 0.05593 -3.53671 -0.91931  1.040
P: -0.78847 1.55027 -0.77414  1.401
C: -3.50147 -2.98242 0.53115  0.068
C: -4.76261 -3.82669 0.36800  -1.470
H: -3.20399 -2.95264 1.59362  0.418
H: -2.66895 -3.46348 -0.00607  0.050
H: -4.54904 -4.83240 0.75676  0.443
H: -5.59952 -3.42328 0.95337  0.341
H: -5.05089 -3.95131 -0.68345  0.312
C: -4.61128 -0.74418 -1.43895  -0.198
C: -6.01057 -1.33942 -1.55589  -1.303
H: -4.03558 -1.01037 -2.33573  0.275
H: -4.65353 0.35764 -1.41474  0.210
H: -6.32446 -1.28172 -2.60444  0.408
H: -6.04473 -2.39131 -1.26351  0.170
H: -6.73864 -0.77365 -0.96506  0.375
C: -4.27867 -0.31158 1.37199  0.036
C: -5.60168 -0.86800 1.89560  -1.477
H: -4.41997 0.71498 1.00807  0.238
H: -3.52830 -0.26916 2.17318  0.260
H: -6.07404 -0.11255 2.54087  0.406
H: -6.30093 -1.08649 1.07695  0.261
H: -5.45195 -1.77539 2.49610  0.347
C: -1.09555 2.67006 0.66172  -1.189
C: -2.54142 2.73045 1.14096  -1.127
H: -0.76448 3.68639 0.37431  0.621
H: -0.43315 2.33736 1.48487  0.559
H: -2.63918 3.51581 1.89701  0.431
H: -3.25270 2.96400 0.34497  0.363
H: -2.85576 1.80125 1.62781  0.037
C: -1.70659 2.40853 -2.11485  -0.950
C: -1.28502 2.04615 -3.53641  -0.900
H: -1.59546 3.49753 -1.96417  0.530
H: -2.77132 2.16522 -1.96050  0.244
H: -2.01920 2.43135 -4.25288  0.442
H: -0.32131 2.49667 -3.79588  0.353
H: -1.21998 0.96636 -3.67806  -0.033
C: 1.01211 1.77738 -1.13256  0.563
C: 1.88021 2.33591 -0.00521  -1.239
H: 1.10202 2.39776 -2.03641  0.584
H: 1.37714 0.77652 -1.40376  -0.895
H: 2.88307 2.54520 -0.39312  0.268
H: 1.48186 3.26786 0.40969  0.378
H: 2.00864 1.61044 0.80956  0.314
Cl: 2.33738 -3.66698 2.96958  -0.174
C: 1.18806 -2.40699 2.80222  -0.020
C: 0.74952 -1.67669 3.90977  -0.327
C: -0.16077 -0.64208 3.69414  -1.269
C: -0.59772 -0.38759 2.38943  -0.409
N: -0.22316 -1.13374 1.35066  0.584
C: 0.68143 -2.11609 1.52519  -0.748
H: 1.12329 -1.92008 4.89922  0.479
H: -0.54577 -0.02087 4.49855  0.498
H: -1.28056 0.44499 2.18589  0.434
H: 1.01123 -2.68876 0.67146  0.408



Record 2
Molecular formula: C30H44BrIN2O4
Method: DFT, ωB97M-V/def2-TZVPD

Values from the calculation:
Gap between HOMO and LUMO ... 0.238 hartree

Last column: Mulliken charge in e.
Positions of all 82 atoms, in Å:
C: 1.40268 2.54053 2.30456  -0.496
C: 1.04038 3.67403 1.45017  -0.500
C: 0.37539 3.29193 0.04149  0.747
O: -0.82568 3.59686 -0.10528  -0.536
O: 1.21993 2.68505 -0.91872  -0.286
C: 0.47735 1.95248 -1.92608  -0.465
C: -0.18661 0.58272 -1.36105  -0.308
C: 0.91111 -0.47844 -0.83678  -0.220
C: 0.68533 -0.79190 0.72217  0.652
C: 1.10289 -2.26248 1.19156  -0.419
C: 0.06993 -3.42288 0.80964  -1.136
C: -1.47224 -3.07016 1.04385  -0.135
N: -2.05154 -2.19166 -0.04979  -0.478
C: -1.81290 -2.50069 2.52232  -0.379
O: -2.39552 -1.19114 2.33410  -0.074
C: -2.98468 -0.66294 3.53014  -0.707
I: -5.02373 -1.48862 3.79201  0.062
C: -3.20268 0.92975 3.23425  -0.276
C: -3.71634 1.74021 4.50609  0.367
O: -2.98828 2.20464 5.40988  -0.456
Br: -5.67720 2.10663 4.70876  -0.169
N: -2.17261 -0.78015 4.75574  -0.119
C: -0.84340 -0.12309 4.65365  0.530
C: -0.01132 -0.59229 5.97321  -0.907
C: 1.54191 -0.20561 5.91466  -0.464
C: 2.37306 -1.12734 4.88173  -0.550
H: 0.62568 2.08233 3.02483  0.193
H: 2.45211 2.08646 2.20939  0.261
H: 1.24620 4.75573 1.76654  0.349
H: -0.35124 2.61877 -2.38016  0.264
H: 1.12425 1.63689 -2.82621  0.273
H: -0.87081 0.08287 -2.14426  0.348
H: -0.90864 0.93555 -0.52844  0.138
H: 0.85312 -1.41354 -1.50049  0.315
H: 1.95404 0.01159 -0.93723  -0.031
H: -0.38097 -0.48247 0.98101  -0.248
H: 1.37391 -0.06002 1.29955  -0.235
H: 1.34472 -2.25975 2.30559  0.039
H: 2.09533 -2.50924 0.64756  0.396
H: 0.15940 -3.77455 -0.28941  0.357
H: 0.34581 -4.35026 1.44223  0.358
H: -2.04975 -4.07096 0.96224  0.489
H: -2.83597 -2.73136 -0.46139  0.287
H: -1.32596 -2.16010 -0.78990  0.189
H: -2.52364 -3.22318 3.08223  0.426
H: -0.86126 -2.46097 3.18216  0.020
H: -2.21854 1.37322 2.82124  0.065
H: -3.93092 0.96053 2.33797  0.587
H: -2.12716 -1.73591 5.12676  0.450
H: -0.86593 1.01580 4.66194  0.335
H: -0.20775 -0.45393 3.75715  -0.602
H: -0.46825 -0.13898 6.92384  0.284
H: -0.13387 -1.73601 6.08948  0.348
H: 1.97018 -0.43799 6.96387  0.306
H: 1.70564 0.91655 5.74833  0.248
H: 2.35349 -2.23801 5.13429  0.272
H: 2.06828 -0.89014 3.80140  -0.115
H: 3.47706 -0.79156 4.97281  0.347
C: 4.81072 -0.55249 -5.19643  -0.381
C: 4.82893 0.55391 -6.04006  -0.424
C: 4.46214 1.80558 -5.55536  -0.413
C: 4.07270 1.95034 -4.22708  -0.506
C: 4.04578 0.84224 -3.38598  -0.186
C: 4.41603 -0.40876 -3.86955  -0.436
H: 5.10306 -1.52693 -5.57287  0.367
H: 5.13012 0.44072 -7.07634  0.376
H: 4.47968 2.66862 -6.21253  0.373
H: 3.78909 2.92643 -3.84804  0.403
H: 3.73642 0.95385 -2.35160  0.452
H: 4.39705 -1.27219 -3.21280  0.377
C: -1.41694 0.43725 -6.35121  -0.475
C: -1.64240 1.35906 -5.33367  -0.264
C: -2.90673 1.47275 -4.76394  -0.354
C: -3.94780 0.66689 -5.21511  -0.427
C: -3.72473 -0.24856 -6.23903  -0.363
C: -2.45939 -0.36482 -6.80618  -0.360
H: -0.42936 0.34430 -6.79046  0.393
H: -0.83119 1.98938 -4.98345  0.390
H: -3.08117 2.18938 -3.96808  0.385
H: -4.93290 0.75340 -4.76951  0.370
H: -4.53781 -0.87289 -6.59502  0.356
H: -2.28511 -1.08026 -7.60288  0.358



Record 3
Molecular formula: C30H44BrN3P2Zr
Method: DFT, ωB97M-V/def2-TZVPD

Values from the calculation:
Charge ... +4
Gap between HOMO and LUMO ... 0.194 hartree

Last column: Mulliken charge in e.
Positions of all 81 atoms, in Å:
C: -4.06258 -1.86360 1.38539  -0.460
C: -2.80803 -2.23855 0.85831  0.670
C: -2.77547 -3.30534 -0.06947  -0.290
C: -3.97350 -3.94310 -0.39864  -0.520
N: -5.14328 -3.58288 0.12607  -0.434
C: -5.19993 -2.57506 0.99233  -0.479
C: -1.60844 -1.57115 1.28978  0.560
C: -0.63816 -1.41159 2.07311  1.057
C: 0.52077 -1.49358 2.90127  0.044
C: 1.56449 -0.53410 2.65803  -0.241
C: 2.78709 -0.61633 3.32095  -0.628
C: 2.93839 -1.60169 4.25316  -0.112
C: 1.96493 -2.55797 4.55093  -0.479
C: 0.74975 -2.51921 3.85279  -0.539
Zr: 0.36864 0.26743 0.79033  -1.893
P: -1.53644 0.71345 -1.04251  1.126
H: -1.82952 -3.68555 -0.46084  0.494
H: -4.13365 -1.09019 2.15145  0.494
H: -3.96616 -4.80408 -1.07024  0.423
H: -6.16705 -2.33898 1.43968  0.430
H: -0.02397 -3.27061 4.01787  0.640
H: 1.53192 0.56778 2.21923  0.793
H: 2.16196 -3.31156 5.31381  0.519
H: 3.52479 0.14710 3.12641  0.661
C: -1.17370 2.10442 -2.20571  -0.550
C: -1.92882 2.06206 -3.53070  -1.496
H: -0.08690 2.08117 -2.38868  0.565
H: -1.36842 3.05519 -1.68460  0.650
H: -1.62545 2.89159 -4.17869  0.472
H: -1.72671 1.14398 -4.08935  0.326
H: -3.01178 2.16949 -3.40486  0.287
C: -1.86688 -0.75060 -2.13873  0.001
C: -3.27229 -0.86862 -2.73136  -1.654
H: -1.66513 -1.63277 -1.51263  0.033
H: -1.10449 -0.76950 -2.93447  0.563
H: -3.31756 -1.73387 -3.40773  0.463
H: -4.03282 -1.04488 -1.95822  0.299
H: -3.56118 -0.00061 -3.33863  0.266
C: -3.17197 1.08633 -0.26535  0.147
C: -4.16647 1.87359 -1.11840  -1.454
H: -2.94791 1.64203 0.65896  0.539
H: -3.61132 0.13423 0.07107  -0.181
H: -5.07554 2.09187 -0.54379  0.479
H: -3.76109 2.83897 -1.43734  0.348
H: -4.50744 1.31819 -2.00065  0.255
Br: 4.62773 -1.50972 5.13139  0.000
P: 2.17492 -0.62878 -1.04674  1.554
C: 1.83091 -0.69676 -2.84531  -0.616
C: 3.01428 -0.59008 -3.80529  -1.434
H: 1.12664 0.13111 -3.03269  0.386
H: 1.27981 -1.63179 -3.02319  0.526
H: 2.62315 -0.55222 -4.82875  0.435
H: 3.60633 0.32043 -3.66172  0.326
H: 3.69184 -1.45285 -3.75970  0.293
C: 3.71041 0.36969 -0.89370  -0.738
C: 5.05622 -0.34452 -0.98236  -1.371
H: 3.63712 0.88528 0.07752  0.457
H: 3.64826 1.15198 -1.66359  0.592
H: 5.85482 0.36954 -0.74193  0.445
H: 5.15195 -1.17393 -0.27315  0.319
H: 5.27430 -0.72575 -1.98864  0.286
C: 2.59718 -2.35588 -0.54970  -0.726
C: 3.24329 -3.25176 -1.61274  -1.335
H: 1.64037 -2.80613 -0.22935  0.503
H: 3.23017 -2.29760 0.35114  0.450
H: 3.36738 -4.26300 -1.20224  0.437
H: 2.62364 -3.34984 -2.51290  0.354
H: 4.24213 -2.91042 -1.91852  0.269
N: 0.62240 6.01549 3.59951  -0.387
C: 0.47736 4.80280 2.99438  1.147
C: 0.73971 4.64254 1.62000  -0.761
C: 0.63098 3.40124 1.03889  -0.654
N: 0.25122 2.29675 1.75716  -0.020
C: -0.03791 2.45300 3.08962  -0.512
C: 0.05682 3.67095 3.71722  -0.758
H: 0.93449 6.81602 3.07354  0.235
H: 0.45419 6.11820 4.58825  0.235
H: 1.02985 5.51087 1.02195  0.400
H: 0.84258 3.21009 -0.01844  0.503
H: -0.33188 1.53563 3.60968  0.571
H: -0.18532 3.76650 4.78102  0.394



What are the calculated total energy values for these records? In order: -139410.617; -121128.285; -126152.426 eV.